C24H41B2Cl2NO14S2 | wB97M-V/def2-TZVPD

Output
HOMO ... -9.704 eV
Orbital gap ... 9.807 eV
2S+1 ... 1
Electronic energy ... -3813.56840 Eh
SMILES string ... C#CC[C@]1(CON=O)OC(=O)[C@](CCOC(C)=O)(B(C)O)[C@]1(B(O)CC)/C(Cl)=C(/C)Cl.CCOS(C)(=O)=O.CCOS(C)(=O)=O

Geometry (Å):
C: -2.130004 -2.100877 5.383303
C: -1.309028 -1.415309 4.842110
C: -0.525899 -0.383886 4.123138
C: -0.852919 -0.314207 2.568929
C: -2.021474 0.737487 2.474800
O: -3.282679 0.035891 2.662126
N: -4.156489 0.908201 3.291182
O: -5.109714 0.340446 3.661585
O: -1.529761 -1.574071 2.357283
C: -1.300112 -1.931880 1.055606
O: -1.835259 -2.892507 0.597071
C: -0.379927 -0.887616 0.336500
C: -1.487058 -0.207021 -0.555321
C: -1.142494 1.074723 -1.311044
O: -1.701704 2.209672 -0.607139
C: -1.385837 3.388394 -1.173475
C: -1.762039 4.596531 -0.315442
O: -0.829646 3.505661 -2.227204
B: 0.454593 -1.744713 -0.751804
C: 0.956530 -3.244900 -0.566126
O: 0.821610 -1.154476 -1.936291
C: 0.345660 -0.207915 1.553661
B: 0.661447 1.366735 1.616360
O: 1.008597 2.079821 0.482699
C: 0.757646 2.245103 2.964573
C: 1.838880 3.363586 2.805516
C: 1.469794 -1.186953 1.919544
Cl: 1.182716 -2.639988 2.901133
C: 2.723223 -1.079551 1.511271
C: 3.831932 -2.055819 1.893477
Cl: 3.226619 0.190322 0.422342
H: -2.954366 -2.556463 5.880693
H: 0.539098 -0.570194 4.312831
H: -0.723673 0.562925 4.636506
H: -2.118247 1.273720 1.521342
H: -2.009802 1.499103 3.257775
H: -2.453143 -0.056850 -0.050924
H: -1.732415 -0.950071 -1.327231
H: -1.641118 1.043543 -2.290728
H: -0.083768 1.206092 -1.543802
H: -1.985711 4.249156 0.704604
H: -0.923191 5.289854 -0.221701
H: -2.675397 5.060674 -0.694044
H: 2.037009 -3.200675 -0.338995
H: 0.497772 -3.785178 0.265372
H: 0.841211 -3.858566 -1.470822
H: 1.199441 -1.827963 -2.511155
H: 0.536455 2.920136 0.469458
H: -0.214611 2.722069 3.160360
H: 1.104833 1.647890 3.816915
H: 1.570011 4.095415 2.035753
H: 2.044444 3.860638 3.757453
H: 2.761900 2.891851 2.442821
H: 3.709724 -3.029527 1.415286
H: 3.807741 -2.138220 2.985339
H: 4.792324 -1.588078 1.657238
C: -1.869021 -5.916644 0.175151
C: -0.522225 -6.536194 0.486809
O: -0.547689 -7.975731 0.398452
S: -0.494428 -8.638006 -1.049079
C: -0.138069 -10.281913 -0.521002
O: 0.636005 -8.115742 -1.755925
O: -1.802839 -8.612544 -1.622709
H: -2.132080 -6.054806 -0.874562
H: -1.853357 -4.843062 0.383561
H: -2.654409 -6.384544 0.770569
H: 0.258429 -6.133733 -0.161175
H: -0.242942 -6.301196 1.513870
H: 0.833706 -10.292189 -0.034457
H: -0.123728 -10.915806 -1.405157
H: -0.919076 -10.608537 0.160957
C: 1.871145 5.080291 -3.273368
C: 0.708177 6.045055 -3.402241
O: 1.064386 7.201880 -4.184661
S: 1.103204 7.053037 -5.771918
C: 1.165402 8.774265 -6.148421
O: -0.146688 6.519380 -6.217766
O: 2.343546 6.453428 -6.152158
H: 2.110038 4.623915 -4.233779
H: 1.629732 4.282672 -2.571530
H: 2.766995 5.599766 -2.929524
H: -0.168911 5.553187 -3.822600
H: 0.430111 6.411742 -2.414645
H: 0.245255 9.242073 -5.808339
H: 1.261200 8.871497 -7.227780
H: 2.030239 9.210872 -5.655216

Forces on the atoms, in the same order (eV/Å):
-0.03 0.32 0.15
-0.23 0.64 -0.35
0.77 -0.39 0.43
-1.43 -0.56 2.91
-0.54 0.46 -0.75
0.63 0.22 -0.01
-0.36 -0.21 0.47
0.01 0.21 -0.25
1.25 0.30 -2.19
0.22 0.49 0.90
-0.05 0.17 -0.45
-1.13 -1.10 -0.65
-0.04 0.57 -0.26
-0.53 -0.55 -0.99
0.63 0.22 0.03
-0.21 0.97 0.54
-0.24 -1.06 0.89
0.21 -0.24 -0.40
1.13 -0.39 -0.05
-0.04 0.05 0.42
-0.54 0.06 0.43
-1.81 -0.72 0.37
1.52 0.92 -0.30
-1.33 -0.78 -0.21
0.56 0.16 -0.37
-0.12 -0.63 -0.39
-0.18 0.51 0.59
-0.22 0.50 -0.41
1.25 -0.51 -0.24
-0.12 1.21 0.26
-0.16 -0.28 0.27
0.23 -0.28 -0.02
-0.19 0.02 -0.23
-0.08 -0.06 -0.34
0.45 -0.22 0.09
0.48 -0.20 -0.10
0.33 0.01 0.11
0.12 0.09 0.25
0.06 0.00 0.25
-0.16 0.08 0.47
-0.07 0.10 -0.25
-0.22 0.04 -0.48
0.33 0.15 -0.13
-0.22 0.00 -0.18
0.03 0.09 -0.18
0.00 0.18 0.12
0.15 0.18 -0.13
0.57 0.30 0.13
0.18 -0.25 0.36
-0.61 0.02 -0.05
-0.02 0.05 0.32
-0.12 0.03 -0.21
-0.07 0.21 0.21
0.08 0.10 0.11
-0.01 -0.41 -0.22
-0.15 -0.34 -0.25
-0.08 -0.03 -0.20
-0.26 0.75 0.01
0.16 -0.30 -0.09
0.04 -0.23 0.69
0.04 -0.06 0.08
-0.14 0.15 -0.20
0.08 0.09 -0.28
0.03 -0.01 0.01
0.03 -0.47 -0.01
0.05 0.02 0.06
0.02 -0.21 -0.07
0.06 -0.31 0.03
-0.02 0.03 -0.01
-0.03 0.09 -0.05
-0.01 0.04 -0.02
0.18 -0.03 -0.20
0.04 -0.75 0.32
-0.06 0.26 -0.17
0.01 0.54 0.42
-0.01 0.10 0.06
0.08 -0.25 -0.08
-0.09 -0.19 -0.17
-0.03 -0.01 0.02
-0.09 0.05 0.00
-0.05 0.03 0.05
0.04 0.11 -0.12
0.00 0.32 -0.15
0.01 -0.04 0.01
0.00 -0.10 0.00
0.00 -0.04 0.00